(1)
# C7H11NO5

A single C7H11NO5 molecule (the ωB97M-V functional and the def2-TZVPD basis, the OMol25 dataset).

Each line ends with the Mulliken charge.
Positions of all 24 atoms, in Å:
H  -3.251899  -1.266108  -0.578794  0.38
O  -1.799733  0.476216  -0.824506  -0.43
H  -0.037746  -1.795453  0.765854  0.32
H  2.263241  -1.719753  0.510306  0.42
C  2.519250  -0.658166  0.505349  -1.07
C  0.617063  -0.688038  -0.945137  0.50
C  1.897215  1.351624  -0.786994  -1.07
H  -0.798478  -2.286934  -0.778826  0.41
O  -2.029108  1.560458  1.101485  -0.34
C  -0.450592  -1.444003  -0.184505  -1.04
N  1.444718  0.125873  -0.118635  0.24
H  3.456799  -0.545382  -0.047601  0.40
C  -1.450149  0.300116  1.439444  -0.56
H  -1.995421  -0.146489  2.268991  0.35
O  0.704554  -0.737408  -2.139352  -0.57
H  2.855180  1.658763  -0.366578  0.42
H  1.185428  2.161000  -0.615404  0.24
O  -2.731828  2.530348  -0.800147  -0.53
O  -2.817926  -1.263646  0.284547  -0.59
H  -0.397725  0.439548  1.686308  0.24
H  2.020328  1.205179  -1.861727  0.37
H  2.679206  -0.348349  1.540778  0.27
C  -2.253443  1.619556  -0.222687  0.56
C  -1.628934  -0.528952  0.167831  1.07

Atomic forces in eV per Å
0.09 -0.12 0.00
-0.18 -0.09 0.04
-0.10 -0.18 -0.10
0.02 0.06 0.03
-0.13 0.00 0.25
0.18 0.04 0.33
0.23 0.02 0.05
-0.02 0.06 0.03
-0.14 -0.10 0.11
0.20 -0.02 0.15
-0.16 0.04 -0.37
-0.06 -0.07 -0.02
0.11 -0.13 0.02
-0.01 0.07 -0.04
-0.17 0.15 -0.33
-0.07 -0.01 0.02
-0.03 -0.07 -0.05
-0.13 0.29 -0.17
-0.08 0.13 0.04
-0.04 0.04 -0.05
0.03 -0.02 0.05
0.06 0.05 -0.07
0.35 -0.18 0.07
0.06 0.03 0.00

HOMO ... -9.6 eV
Relative energy (zero: lowest compared OMol25 entry of this formula, charge and spin) ... 0.0 kcal per mole
SMILES ... CN(C)C(=O)C[C@@]1(O)COC(=O)O1
LUMO ... 0.562 eV
Orbital gap ... 10.158 eV
Calculated total energy ... -704.301367 Ha

***

(2)
# C7H11NOS2

2 unconnected molecules or ions with the total composition C7H11NOS2 at a distorted geometry (the ωB97M-V functional and the def2-TZVPD basis, the OMol25 dataset).

Each line ends with the Mulliken charge.
Positions of all 22 atoms, in Å:
C  -3.096765  1.341145  -0.178579  -1.10
C  -1.757824  0.538345  -0.105671  0.66
C  2.262478  -1.091931  1.955487  0.13
C  2.490853  0.771855  0.568685  -0.27
H  -0.625147  -1.858327  -0.504286  0.28
H  -3.555160  1.524142  -1.157930  0.35
H  -2.926978  2.347032  0.321590  0.29
C  -1.122896  -0.004844  -1.375527  -0.45
S  4.064252  -1.065832  1.497247  -0.11
N  1.763617  0.033278  1.457166  0.04
H  -0.196398  0.482144  -1.408950  0.34
H  -3.855856  0.837463  0.386419  0.32
S  1.590957  -2.416202  2.785113  -0.30
H  -1.983365  -1.952489  -1.544168  0.35
H  2.018698  1.647260  0.095099  0.39
H  0.736121  0.105649  1.524135  0.20
H  -1.733111  0.306325  -2.135043  0.33
H  4.617665  0.883650  0.012309  0.36
C  3.804435  0.314568  0.475071  -0.38
O  -1.294433  0.409298  1.048507  -0.63
C  -0.986299  -1.473534  -1.463403  -1.08
H  -0.214841  -1.678994  -2.253271  0.30

Atomic forces in eV per Å
0.96 1.12 -0.05
-0.82 0.33 2.72
2.36 -2.01 0.67
2.57 -0.01 -0.42
0.39 -0.06 -0.17
0.59 -0.14 -0.04
-0.15 -1.23 -0.55
-0.70 0.33 2.46
-1.78 0.25 0.01
-2.48 -0.58 0.07
1.60 0.70 -0.35
-0.21 -0.42 0.60
0.39 1.74 -0.85
0.71 0.09 -0.71
0.50 -0.61 0.34
0.35 0.25 -0.14
-1.24 1.14 -2.22
-0.44 -0.54 0.04
-1.69 1.47 0.22
-0.29 0.02 -2.88
0.58 -1.43 0.66
-1.19 -0.43 0.57

HOMO ... -7.7 eV
Relative energy (zero: lowest compared OMol25 entry of this formula, charge and spin) ... 27.3 kcal per mole
SMILES ... S=c1[nH]ccs1.CCC(C)=O
LUMO ... 0.444 eV
Orbital gap ... 8.115 eV
Calculated total energy ... -1199.663825 Ha

***

(3)
# C7H11NS2

A single C7H11NS2 molecule at a distorted geometry (the ωB97M-V functional and the def2-TZVPD basis, the OMol25 dataset).

Each line ends with the Mulliken charge.
Positions of all 21 atoms, in Å:
H  -2.549793  1.881493  0.605564  0.38
H  -1.628563  2.341256  -0.732630  0.28
C  -0.586390  -0.614052  0.057677  -0.22
C  2.028453  -1.977426  0.077559  -0.11
H  1.186118  -3.883111  -0.059555  0.28
C  -1.664903  1.530197  0.074714  -0.85
H  -3.766927  0.241380  -0.384975  0.37
H  -3.019114  -0.847342  -1.508339  0.33
H  1.675486  1.842991  0.852225  0.17
H  3.412740  1.861092  1.167894  0.28
H  -3.222938  -1.244880  0.364472  0.37
C  1.997147  -0.574686  0.280873  -0.30
C  -2.948088  -0.507257  -0.454363  -1.07
H  -0.751879  1.852518  0.600990  0.22
H  2.816661  2.859390  -0.232453  0.36
N  -1.634191  0.096825  -0.172956  0.28
S  2.626299  0.575498  -0.756776  0.05
C  2.613495  2.020162  0.334624  -0.72
C  0.986806  -2.791853  -0.043592  -0.20
S  -0.661116  -2.368249  -0.036197  -0.17
H  3.090696  -2.293944  -0.034757  0.27

Atomic forces in eV per Å
0.03 -0.69 0.49
-0.18 -1.97 -0.30
2.51 -1.44 -0.31
0.93 1.34 -0.75
-0.45 0.82 -0.15
1.23 2.70 -0.23
0.74 -0.09 0.05
0.32 -0.47 0.86
-0.28 1.02 -0.11
-1.16 0.42 -1.62
0.59 0.37 -1.39
-0.01 0.81 0.08
-1.47 0.23 0.47
-0.46 -0.65 0.33
-0.11 1.97 -0.87
-2.18 0.45 -0.04
-0.21 -0.89 0.17
1.38 -3.11 2.85
1.42 -2.03 0.40
-1.70 1.49 -0.25
-0.93 -0.30 0.34

HOMO ... -6.6 eV
Relative energy (zero: lowest compared OMol25 entry of this formula, charge and spin) ... 138.2 kcal per mole
LUMO ... 0.557 eV
Orbital gap ... 7.187 eV
Calculated total energy ... -1124.242918 Ha

***

(4)
# C7H11NSi

A molecular structure, C7H11NSi at a distorted geometry (the ωB97M-V functional and the def2-TZVPD basis, the OMol25 dataset).

Each line ends with the Mulliken charge.
Positions of all 20 atoms, in Å:
C  -0.869896  2.032431  0.206363  -0.97
C  1.164871  -1.973249  1.292775  -0.43
H  -0.378822  2.633926  -0.594122  0.31
H  1.456965  -2.718252  0.562675  0.32
H  -1.791371  0.071438  -2.338155  0.41
H  -0.550117  2.310966  1.178011  0.35
H  -2.310590  -0.831663  -1.097903  0.39
C  1.565752  -0.917316  1.966157  -0.50
Si  -0.170398  0.400028  -0.585840  0.42
C  -1.115662  -0.979486  1.989668  -0.02
H  1.849226  -0.287430  -1.873182  0.40
H  1.963727  -0.420500  2.832263  0.36
C  0.139532  -0.910386  1.351904  0.53
H  -0.990547  -1.426301  -1.930927  0.36
N  -2.186895  -1.102351  2.391404  -0.52
H  -1.987951  1.881785  0.069028  0.25
H  1.761931  1.574113  -1.942944  0.30
C  1.521107  0.571881  -1.376543  -1.03
C  -1.403140  -0.534512  -1.593816  -1.18
H  2.332278  0.624878  -0.506818  0.26

Atomic forces in eV per Å
-0.34 -1.88 -3.17
1.12 1.11 -0.47
-0.96 0.69 0.70
-0.04 -0.43 0.72
-0.35 1.11 -2.13
0.20 0.09 0.76
-0.22 -0.04 0.99
-2.39 -1.30 0.49
0.11 -0.95 4.20
0.01 -0.84 0.33
0.27 -1.18 -1.35
0.76 0.04 -0.44
0.91 2.39 -3.38
0.90 -1.49 -1.11
-0.40 0.27 0.19
1.36 0.83 0.32
-0.76 -2.10 0.71
1.88 3.16 2.18
-0.29 0.55 1.79
-1.77 -0.01 -1.32

HOMO ... -8.1 eV
Relative energy (zero: lowest compared OMol25 entry of this formula, charge and spin) ... 97.7 kcal per mole
LUMO ... 0.602 eV
Orbital gap ... 8.739 eV
Calculated total energy ... -617.415681 Ha

***

(5)
# C7H11O6

A gas-phase ion, C7H11O6 (charge +1) at a distorted geometry (the ωB97M-V functional and the def2-TZVPD basis, the OMol25 dataset).

Each line ends with the Mulliken charge.
Positions of all 24 atoms, in Å:
O  -1.487254  0.200981  -1.887898  -0.50
H  0.816243  -2.046520  0.863895  0.67
H  -3.447206  -0.325869  -0.345675  0.42
O  0.617442  -0.116447  1.624443  -0.51
H  0.646281  1.936230  1.322579  0.45
C  -1.836566  0.160183  0.505331  -0.28
H  -1.419170  1.997512  -0.818494  0.43
C  -1.181701  -1.183090  0.499229  0.32
H  -1.565043  0.866682  1.438881  0.39
O  3.005793  -1.405960  0.111876  -0.49
O  0.364411  2.271498  0.459114  -0.57
C  0.330178  1.183351  -0.435936  0.18
C  -1.124025  0.917534  -0.761844  -0.31
H  2.797322  0.467244  -0.848730  0.43
H  2.961948  0.579035  1.028178  0.20
H  0.768754  1.366654  -1.420740  0.50
H  -1.343681  0.868973  -2.557237  0.47
H  -1.578075  -3.120457  0.072887  0.47
C  0.227796  -1.172827  0.794030  -0.37
O  -1.840579  -2.148737  0.071696  -0.38
C  1.087582  0.029345  0.253549  0.28
O  -3.153952  0.154521  0.478103  -0.55
C  2.634845  -0.057591  0.114310  -0.57
H  3.718666  -1.422244  -0.561558  0.35

Atomic forces in eV per Å
0.68 0.13 -0.01
0.25 -1.23 0.24
-0.02 0.77 1.08
0.72 0.33 -0.50
-0.17 0.30 -0.12
2.62 2.72 1.35
-0.91 -0.96 0.26
1.42 1.88 0.15
-0.01 -2.04 -1.91
1.30 0.62 -0.87
0.29 0.21 -0.44
0.72 -1.59 0.44
-0.91 0.76 2.44
0.61 -0.30 0.60
0.17 -1.15 -1.54
0.58 0.50 0.25
-0.33 -0.31 -1.17
0.45 1.66 0.09
1.15 0.92 -0.70
-1.66 -2.29 -0.38
-1.19 -0.26 1.10
-3.00 -1.19 -1.91
-2.33 1.21 0.76
-0.40 -0.69 0.76

HOMO ... -14.1 eV
Relative energy (zero: lowest compared OMol25 entry of this formula, charge and spin) ... 42.3 kcal per mole
Total charge ... +1
LUMO ... -5.341 eV
Orbital gap ... 8.780 eV
Calculated total energy ... -724.384281 Ha